1.
{
  "formula": "C4H9N2P",
  "method": "ωB97M-V/def2-TZVPD",
  "species": ["C", "C", "C", "C", "N", "N", "P", "H", "H", "H", "H", "H", "H", "H", "H", "H"],
  "coordinates": [[-3.191, -0.396, -0.290], [-2.059, 0.016, 0.353], [-0.781, -0.324, -0.012], [0.177, 0.290, 0.695], [2.301, 1.440, -0.517], [1.455, -0.215, 0.821], [1.964, -1.698, 0.153], [-4.195, -0.113, -0.042], [-3.243, -1.195, -1.003], [-2.210, 0.679, 1.221], [-0.382, -1.141, -0.769], [-0.101, 1.048, 1.462], [1.896, 2.025, 0.239], [3.309, 1.453, -0.289], [1.766, -1.431, -1.157], [3.341, -1.522, 0.402]],
  "forces_ev_per_angstrom": [[0.354, -0.342, 0.699], [-4.335, 0.060, -0.727], [2.323, -1.966, -1.695], [2.953, -1.042, 2.023], [0.046, 0.267, 0.703], [-0.822, 1.281, -0.156], [-0.622, -0.058, 2.025], [-0.148, 0.560, 0.594], [0.710, -0.117, -0.617], [0.342, -0.115, -0.642], [-1.678, 1.737, 1.446], [0.365, -0.273, -0.812], [0.311, -0.150, -0.574], [-0.316, -0.153, 0.034], [0.497, 0.162, -1.660], [0.020, 0.147, -0.641]],
  "relative_energy_ev": 5.556
}

=====

2.
{
  "formula": "C4H9N2P",
  "method": "ωB97M-V/def2-TZVPD",
  "species": ["C", "C", "C", "C", "N", "N", "P", "H", "H", "H", "H", "H", "H", "H", "H", "H"],
  "coordinates": [[-0.359, -1.809, -0.436], [0.923, -1.387, -0.268], [1.505, 1.149, -0.155], [1.093, -0.144, 0.633], [-1.469, -1.210, 0.063], [-1.798, 1.524, -0.661], [-2.043, 0.226, 0.126], [-0.626, -2.720, -0.953], [1.782, -1.891, -0.743], [1.863, 1.902, 0.653], [0.550, 1.410, -0.611], [2.213, 0.809, -0.863], [0.102, 0.167, 1.062], [1.888, -0.350, 1.463], [-2.595, 2.171, -0.554], [-3.030, 0.154, 1.245]],
  "forces_ev_per_angstrom": [[2.007, -0.463, -0.990], [-1.464, 0.877, 0.800], [-0.866, -0.570, 2.660], [1.353, 0.047, 0.477], [-1.658, 1.974, 0.982], [-0.838, 0.232, 0.122], [-0.817, -2.006, 1.177], [0.382, -0.200, -0.256], [-0.625, 0.224, 0.516], [-0.450, -0.936, -1.902], [0.584, 0.797, -0.380], [1.067, 0.519, -0.811], [1.313, -0.895, 0.362], [-1.607, 0.237, -1.269], [0.670, -0.133, 0.000], [0.950, 0.298, -1.488]],
  "relative_energy_ev": 2.680
}

=====

3.
{
  "formula": "C4H9N2P",
  "method": "ωB97M-V/def2-TZVPD",
  "species": ["C", "C", "C", "C", "N", "N", "P", "H", "H", "H", "H", "H", "H", "H", "H", "H"],
  "coordinates": [[-1.633, -0.263, -1.355], [-1.742, 0.242, 1.070], [0.584, -1.381, 0.420], [0.647, 1.464, -0.372], [-2.878, -0.186, -0.837], [-3.018, 0.111, 0.376], [-0.429, -0.007, -0.150], [-1.429, -0.450, -2.367], [-1.619, 1.251, 1.509], [-1.753, -0.425, 1.923], [1.131, -1.177, 1.493], [0.126, -2.352, 0.624], [1.326, -1.622, -0.286], [-0.044, 2.162, 0.076], [1.552, 1.315, 0.218], [0.778, 1.912, -1.423]],
  "forces_ev_per_angstrom": [[1.010, 0.018, 0.637], [0.331, 1.162, 0.741], [1.386, -0.166, 3.462], [-0.510, -0.016, -0.933], [-0.328, 0.199, -0.189], [-0.619, -0.061, 0.093], [-0.810, -0.524, -0.496], [-0.150, -0.268, -1.091], [-0.333, -0.214, -0.163], [0.363, -0.389, 0.042], [-1.157, -0.012, -2.673], [-0.854, 0.466, -0.261], [1.266, -0.016, -0.915], [0.247, 0.730, 0.530], [0.088, 0.489, -0.225], [0.071, -1.399, 1.442]],
  "relative_energy_ev": 3.003,
  "smiles": "CP1(C)=CN=NC1"
}

=====

4.
{
  "formula": "C4H9N2S",
  "method": "ωB97M-V/def2-TZVPD",
  "species": ["N", "C", "C", "C", "C", "S", "N", "H", "H", "H", "H", "H", "H", "H", "H", "H"],
  "coordinates": [[-2.152, 0.297, 0.354], [-1.079, -0.555, -0.148], [-0.190, 0.042, -1.274], [0.755, 0.890, -0.315], [1.004, -0.226, 0.728], [2.575, -0.299, 1.596], [-0.029, -1.005, 0.797], [-2.006, 0.568, 1.318], [-2.198, 1.104, -0.256], [-1.542, -1.498, -0.495], [-0.727, 0.593, -2.052], [0.459, -0.773, -1.631], [0.090, 1.606, 0.204], [1.633, 1.369, -0.755], [3.436, -0.302, 0.518], [-0.029, -1.811, 1.412]],
  "forces_ev_per_angstrom": [[1.180, -0.265, -0.017], [-1.366, -1.941, -1.738], [0.828, 0.445, 1.793], [-1.076, -1.393, -0.127], [1.643, 1.434, -1.180], [-0.808, -0.730, -0.130], [1.208, 1.375, 0.897], [-0.208, 0.215, -0.022], [-0.266, 0.265, 0.351], [0.196, 0.344, 0.099], [0.182, -0.208, 0.203], [-0.614, 0.313, -0.550], [0.649, 0.126, -0.168], [-0.151, -0.225, 0.314], [-0.968, 0.344, 0.317], [-0.431, -0.096, -0.041]],
  "relative_energy_ev": 1.650,
  "total_charge": 1
}

=====

5.
{
  "formula": "C4H9N2S",
  "method": "ωB97M-V/def2-TZVPD",
  "species": ["C", "C", "C", "C", "N", "N", "S", "H", "H", "H", "H", "H", "H", "H", "H", "H"],
  "coordinates": [[-2.205, -1.730, 0.384], [0.339, 0.535, -1.033], [-1.052, 0.353, -0.364], [1.868, 0.822, 0.760], [1.247, -0.037, -0.184], [-1.355, -0.915, -0.050], [1.235, -1.648, 0.171], [-1.849, -2.805, 0.192], [-3.097, -1.444, 0.872], [0.302, 0.053, -2.003], [0.506, 1.658, -1.151], [-0.843, 0.956, 0.542], [-1.664, 1.022, -0.983], [1.484, 1.812, 0.719], [2.108, 0.433, 1.735], [2.975, 0.934, 0.392]],
  "forces_ev_per_angstrom": [[2.301, -1.376, -1.093], [-0.144, 1.461, -2.545], [0.011, 3.254, 1.798], [4.306, 0.837, -0.581], [0.888, -3.433, 2.199], [0.459, -1.680, -0.648], [-0.685, 2.050, -1.332], [-1.211, 1.297, 0.979], [-1.298, 0.095, 0.245], [0.160, -0.132, -0.187], [-0.104, -1.623, 0.062], [-0.693, -0.205, 0.103], [-0.697, -0.904, 0.002], [-0.604, 0.676, 0.318], [-0.932, -0.436, 0.409], [-1.757, 0.117, 0.271]],
  "relative_energy_ev": 4.750,
  "total_charge": 1,
  "smiles": "C=NCC[N+](C)=S"
}

=====

6.
{
  "formula": "C4H9N2S",
  "method": "ωB97M-V/def2-TZVPD",
  "species": ["C", "C", "C", "C", "N", "N", "S", "H", "H", "H", "H", "H", "H", "H", "H", "H"],
  "coordinates": [[0.683, 1.512, 0.445], [-0.237, -0.668, -0.285], [-0.904, -1.891, 0.197], [0.019, -0.525, -1.713], [0.073, 0.250, 0.601], [0.673, 2.253, 1.561], [1.352, 2.044, -0.956], [-0.289, -2.762, -0.046], [-1.842, -2.045, -0.341], [-1.104, -1.894, 1.267], [1.089, -0.637, -1.932], [-0.212, 0.488, -2.052], [-0.525, -1.272, -2.287], [-0.191, 0.044, 1.565], [0.313, 1.938, 2.448], [1.101, 3.165, 1.527]],
  "forces_ev_per_angstrom": [[0.835, 1.271, -0.935], [0.029, 0.295, 0.170], [-0.133, -0.295, 0.308], [0.037, -0.034, -0.674], [-0.468, -0.735, 0.629], [-0.230, -0.393, 0.263], [0.022, 0.048, 0.366], [0.091, 0.078, -0.055], [0.015, 0.136, -0.052], [0.025, 0.035, 0.009], [-0.074, 0.041, 0.159], [-0.068, -0.179, -0.008], [-0.050, -0.072, 0.135], [-0.003, -0.172, -0.277], [-0.040, 0.034, 0.020], [0.012, -0.061, -0.057]],
  "relative_energy_ev": 0.791,
  "total_charge": 1,
  "smiles": "CC(C)=[NH+]C(N)=S"
}